Record 1
DFT (ωB97M-V/def2-TZVPD) results for the molecule C8H5BrN2O2.

Geometry (Å):
C -0.4590 -0.9168 0.7695
C -1.5503 -0.0410 0.4778
C 0.7530 -0.7391 0.2084
C -1.4131 0.9985 -0.3778
C 2.1409 0.6804 -1.2822
C 1.0053 0.3570 -0.6984
C -0.1603 1.2503 -1.0018
C 1.2330 2.4277 -2.3598
N 0.0247 2.2196 -1.8224
N 2.0788 3.4617 -1.8119
O 1.8363 3.8107 -0.6755
O 2.9873 3.8645 -2.5014
Br 1.4788 2.1546 -4.2069
H -0.6237 -1.7322 1.4579
H -2.5002 -0.2238 0.9592
H 1.5750 -1.4027 0.4264
H -2.2218 1.6736 -0.5993
H 3.1668 0.4285 -1.3716

Its total charge is 0. The expectation value of S² is 2.048. The value obtained for the LUMO energy (alpha / beta) is -1.36 / -3.40 eV. The calculation puts the relative energy (zero: lowest compared OMol25 entry of this formula, charge and spin) at 0.0 kcal/mol. As for the spin multiplicity: 3.

Record 2
DFT (ωB97M-V/def2-TZVPD) results for a cluster of 2 separate species, C8H5F3N5O5 in total.

Geometry (Å):
C 1.8005 -0.1770 1.4730
N 1.3761 0.3729 2.6514
C 0.3166 1.1765 2.6575
C -0.0653 1.8106 3.9874
F -0.3986 0.8419 4.8539
F 0.9909 2.4924 4.4576
F -1.1022 2.6439 3.8098
O -0.3178 1.4087 1.6490
H 2.6590 -0.8218 1.6608
H 0.9870 -0.7565 1.0377
H 2.0816 0.6230 0.7874
O -2.5020 -0.9085 0.7401
N -2.3507 -1.6188 -0.2600
C -1.3095 -1.2807 -1.2087
C -0.8969 0.0154 -1.3661
C 0.0490 0.2135 -2.3572
N 0.7049 1.2908 -2.9251
O 0.5363 2.4719 -2.5300
O 1.5326 0.9365 -3.9271
N 1.4046 -0.3725 -4.0331
C 0.5369 -0.8431 -3.1139
N 0.1539 -2.1314 -2.9325
C -0.7524 -2.2931 -2.0115
O -3.0497 -2.6140 -0.4829
H -1.2948 0.8247 -0.7738
H -1.0899 -3.3052 -1.8437

Its total charge is -1. The value obtained for the LUMO energy is 0.46 eV. As for the spin multiplicity: 1.

Record 3
DFT (ωB97M-V/def2-TZVPD) results for a structure of composition C8H5I2NS.

Geometry (Å):
C -0.0099 -1.0652 -2.9219
C -0.4588 2.0931 1.2199
C 0.8958 1.7252 1.0759
C -1.4436 1.2540 0.7385
C 1.2356 0.4344 0.6577
C -1.1005 0.0800 0.1702
C 0.2225 -0.3719 0.1690
C 0.5575 -1.9748 -0.4296
N -0.8669 -0.4915 -3.4171
S 1.2560 -1.7524 -2.1101
I 2.2123 -2.9078 0.6898
I -1.1027 -3.4068 -0.5911
H -0.8032 3.0767 1.6546
H 1.5664 2.4490 1.4987
H -2.4701 1.4442 1.0943
H 2.2242 -0.0142 0.8304
H -1.9146 -0.5721 -0.3293

Its total charge is 0. The value obtained for the LUMO energy is -1.04 eV. The calculation puts the relative energy (zero: lowest compared OMol25 entry of this formula, charge and spin) at 1.6 kcal/mol. As for the spin multiplicity: 1.

Record 4
DFT (ωB97M-V/def2-TZVPD) results for a structure of composition C8H5N2O5Tc.

Geometry (Å):
O 0.4398 -3.2208 0.0724
C 0.5372 -2.2229 -0.4947
Tc 0.7043 -0.1250 -1.4868
C 0.2117 1.7259 -0.9831
O -0.0598 2.8330 -0.7491
C 1.4567 0.8991 -3.0564
O 1.8755 1.5020 -3.9546
C -1.1285 -0.3374 -2.2199
O -2.2040 -0.4303 -2.6443
C 2.3773 -0.0023 -0.4283
O 3.3398 0.0927 0.2130
H 0.9109 -1.7436 -2.0010
N -0.0615 0.8792 1.6229
C -0.8543 0.7782 2.7086
C -1.6557 -0.3290 2.4991
C -1.3083 -0.8426 1.2440
N -0.3121 -0.1031 0.7185
H 0.6525 1.6012 1.5112
H -0.7941 1.4831 3.5260
H -2.3958 -0.7324 3.1596
H -1.7318 -1.7048 0.7426

Its total charge is +3. The expectation value of S² is 3.773. The value obtained for the LUMO energy (alpha / beta) is -12.42 / -16.89 eV. The calculation puts the relative energy (zero: lowest compared OMol25 entry of this formula, charge and spin) at 0.0 kcal/mol. As for the spin multiplicity: 4.

Strongest force on any atom readings, ordered: 4.8 5.9 4.0 7.5 eV/Å
Total energy readings, ordered: -85486.0087 -34210.6499 -36901.5562 -23754.8459 eV